(1)
This record from the Open Molecules 2025 dataset describes C19H26AsBCoN8O6S as an isolated structure at a distorted geometry. The level of theory is ωB97M-V/def2-TZVPD.

Geometry as ORCA input:
```
! RIJCOSX wB97M-V def2-TZVPD def2/J DEFGRID3
* xyz 0 2
Co -0.091 1.015 0.009
C -2.543 0.442 3.495
C -2.390 0.573 2.107
N -1.113 0.465 1.775
N -0.419 0.297 2.913
C -1.253 0.278 3.965
B 1.127 0.406 2.831
N 1.617 -0.564 1.748
C 2.387 -1.649 1.893
C 2.613 -2.193 0.644
C 1.926 -1.345 -0.229
N 1.321 -0.373 0.445
N 1.466 1.830 2.370
C 1.950 2.868 3.071
C 1.783 4.014 2.324
C 1.154 3.578 1.154
N 0.984 2.263 1.187
H -3.449 0.495 4.071
H -3.124 0.758 1.341
H -0.870 0.166 4.965
H 1.620 0.151 3.896
H 2.739 -1.935 2.869
H 3.217 -3.047 0.395
H 1.849 -1.385 -1.303
H 2.367 2.713 4.051
H 2.061 5.018 2.585
H 0.806 4.155 0.313
O -2.160 2.641 -2.940
As -0.938 3.220 -1.826
O -0.915 4.852 -1.803
O -1.277 2.419 -0.368
C 0.818 2.613 -2.432
C 1.782 3.613 -2.381
C 3.108 3.341 -2.693
C 3.479 2.067 -3.078
C 2.523 1.064 -3.168
C 1.202 1.332 -2.846
S 0.024 0.005 -3.019
O -0.806 0.275 -4.159
O 0.798 -1.224 -3.118
O -0.730 0.079 -1.728
H -2.202 3.268 -3.675
H 1.466 4.612 -2.105
H 3.848 4.128 -2.631
H 4.512 1.850 -3.317
H 2.790 0.068 -3.491
N -2.844 -4.407 -0.727
C -1.427 -4.252 -1.235
C -1.060 -2.785 -1.079
N -1.183 -2.313 0.278
C -2.493 -2.537 0.824
C -2.956 -3.989 0.717
H -3.186 -5.357 -0.863
H -3.436 -3.784 -1.284
H -1.409 -4.590 -2.271
H -0.807 -4.903 -0.618
H -1.726 -2.183 -1.706
H -0.066 -2.605 -1.474
H -0.423 -2.594 0.885
H -3.202 -1.904 0.275
H -2.532 -2.221 1.866
H -3.993 -4.133 1.023
H -2.310 -4.663 1.280
*
```

Results
**Calculated total energy**: -154309.7216 eV
**Max |F|**: 1.1 eV/A
**E_HOMO (alpha / beta)**: -8.25 / -8.28 eV
**Relative energy (zero: lowest compared OMol25 entry of this formula, charge and spin)**: 0.0 kcal/mol

(2)
This record from the Open Molecules 2025 dataset describes C19H26BrN4OSSiZn as an isolated structure. The level of theory is ωB97M-V/def2-TZVPD.

Geometry as ORCA input:
```
! RIJCOSX wB97M-V def2-TZVPD def2/J DEFGRID3
* xyz 1 1
Zn 0.448 -0.330 -0.203
C 3.076 -5.157 0.399
Si 4.536 -4.035 0.094
C 5.672 -4.047 1.584
C 5.462 -4.597 -1.435
C 4.094 -2.205 -0.208
C 5.178 -1.357 -0.443
C 5.024 0.002 -0.682
C 3.740 0.505 -0.681
N 2.679 -0.268 -0.464
C 2.838 -1.587 -0.232
S 1.292 -2.403 0.016
H 3.458 -6.170 0.555
H 2.388 -5.185 -0.447
H 2.511 -4.871 1.287
H 6.024 -5.064 1.777
H 5.158 -3.698 2.482
H 6.550 -3.415 1.437
H 5.810 -5.625 -1.304
H 6.336 -3.975 -1.638
H 4.824 -4.573 -2.321
H 6.183 -1.769 -0.441
H 5.872 0.645 -0.865
H 3.538 1.557 -0.863
C -3.745 -3.463 0.770
C -3.382 -2.170 0.096
C -4.323 -1.348 -0.514
C -3.927 -0.176 -1.133
C -2.584 0.150 -1.116
Br -2.026 1.688 -2.066
N -1.663 -0.598 -0.525
C -2.066 -1.742 0.059
H -4.816 -3.650 0.707
H -3.465 -3.445 1.824
H -3.225 -4.301 0.304
H -5.370 -1.627 -0.517
H -4.633 0.470 -1.633
H -1.290 -2.333 0.529
N 0.461 1.662 0.017
C 0.811 2.763 -0.032
N 1.167 4.013 -0.050
C 2.469 4.439 0.501
C 2.285 5.801 1.144
O 1.725 6.712 0.219
C 0.426 6.317 -0.174
C 0.475 4.991 -0.912
H 3.194 4.505 -0.314
H 2.804 3.700 1.227
H 3.248 6.203 1.449
H 1.641 5.712 2.027
H 0.038 7.094 -0.829
H -0.227 6.232 0.703
H 1.033 5.099 -1.844
H -0.526 4.623 -1.130
*
```

Results
**Calculated total energy**: -165302.7928 eV
**Max |F|**: 0.4 eV/A
**E_HOMO**: -10.72 eV
**Relative energy (zero: lowest compared OMol25 entry of this formula, charge and spin)**: 14.4 kcal/mol

(3)
This record from the Open Molecules 2025 dataset describes a 2-piece molecular cluster, C19H26F3NO4 overall at a distorted geometry. The level of theory is ωB97M-V/def2-TZVPD.

Geometry as ORCA input:
```
! RIJCOSX wB97M-V def2-TZVPD def2/J DEFGRID3
* xyz 0 1
C -2.065 0.764 -5.586
C -0.897 1.842 -5.240
C -1.505 2.820 -4.114
C -0.400 3.565 -3.217
N -0.063 2.857 -1.938
C 0.589 1.573 -2.214
O 1.689 1.400 -2.793
C -0.386 0.495 -1.570
C -0.386 -1.044 -1.687
C -1.458 -1.822 -0.895
C -2.477 -1.009 -0.013
C -3.531 -1.904 0.817
C -2.758 -2.783 1.922
O -2.097 -3.939 1.349
C -1.790 -1.940 2.872
F -0.529 -1.630 2.293
F -2.393 -0.785 3.440
F -1.484 -2.794 3.991
C -2.492 0.543 0.074
C -1.413 1.296 -0.730
C -1.065 2.845 -0.876
O -1.550 3.753 -0.175
H -2.851 1.211 -6.285
H -1.572 -0.139 -6.083
H -2.507 0.412 -4.580
H -0.582 2.392 -6.197
H 0.009 1.241 -4.887
H -2.234 2.274 -3.418
H -2.081 3.640 -4.688
H 0.581 3.630 -3.820
H -0.736 4.624 -2.923
H 0.431 -1.512 -2.337
H -1.500 -2.957 -0.917
H -4.007 -2.610 0.048
H -4.376 -1.293 1.276
H -3.581 -3.215 2.609
H -1.149 -3.749 1.177
H -3.252 1.121 0.700
C 2.145 -1.226 3.250
C 3.319 -1.721 4.077
O 4.569 -1.620 3.407
C 4.971 -0.314 3.017
C 5.113 0.650 4.182
H 2.082 -1.776 2.306
H 1.210 -1.360 3.798
H 2.237 -0.166 3.004
H 3.171 -2.781 4.299
H 3.365 -1.208 5.043
H 4.287 0.081 2.259
H 5.943 -0.421 2.527
H 4.166 0.802 4.706
H 5.460 1.624 3.829
H 5.831 0.266 4.911
*
```

Results
**Calculated total energy**: -37951.8261 eV
**Max |F|**: 4.8 eV/A
**E_HOMO**: -9.39 eV
**SMILES**: CCCCN1C(=O)c2ccc(C[C@@H](O)C(F)(F)F)cc2C1=O.CCOCC
**Relative energy (zero: lowest compared OMol25 entry of this formula, charge and spin)**: 158.8 kcal/mol

(4)
This record from the Open Molecules 2025 dataset describes one molecule with the formula C19H26N2O3S. The level of theory is ωB97M-V/def2-TZVPD.

Geometry as ORCA input:
```
! RIJCOSX wB97M-V def2-TZVPD def2/J DEFGRID3
* xyz 0 1
C -6.745 0.879 1.130
C -5.539 0.240 0.459
O -4.421 0.469 1.293
C -3.212 -0.072 0.961
C -2.983 -0.766 -0.223
C -1.735 -1.266 -0.535
C -0.665 -1.074 0.328
C 0.665 -1.612 -0.073
O 0.790 -2.578 -0.802
N 1.724 -0.919 0.414
C 3.084 -1.265 0.107
C 3.870 -0.185 -0.670
C 3.288 0.113 -2.018
C 3.987 0.223 -3.182
C 3.178 0.532 -4.297
C 1.869 0.656 -3.964
S 1.599 0.396 -2.288
N 4.101 0.989 0.183
C 5.432 1.538 0.030
C 3.113 2.045 0.076
C -0.891 -0.410 1.527
C -2.143 0.087 1.868
O -2.177 0.750 3.061
C -3.361 0.807 3.838
C -3.849 -0.572 4.268
H -7.630 0.732 0.517
H -6.909 0.432 2.107
H -6.576 1.945 1.260
H -5.704 -0.839 0.333
H -5.373 0.690 -0.529
H -3.790 -0.911 -0.924
H -1.572 -1.802 -1.457
H 1.572 -0.138 1.028
H 3.630 -1.466 1.035
H 3.040 -2.177 -0.495
H 4.856 -0.630 -0.850
H 5.052 0.080 -3.245
H 3.557 0.652 -5.296
H 1.036 0.881 -4.600
H 5.612 1.955 -0.972
H 6.171 0.763 0.229
H 5.565 2.335 0.761
H 3.234 2.712 0.931
H 3.223 2.639 -0.843
H 2.106 1.637 0.096
H -0.111 -0.279 2.261
H -4.153 1.343 3.308
H -3.062 1.389 4.715
H -4.689 -0.467 4.949
H -4.168 -1.150 3.404
H -3.051 -1.113 4.771
*
```

Results
**Calculated total energy**: -40082.3010 eV
**Max |F|**: 0.7 eV/A
**E_HOMO**: -8.27 eV
**SMILES**: CCOc1ccc(C(=O)NC[C@@H](c2cccs2)N(C)C)cc1OCC
**Relative energy (zero: lowest compared OMol25 entry of this formula, charge and spin)**: 50.2 kcal/mol

(5)
This record from the Open Molecules 2025 dataset describes C19H26N2Sn as an isolated structure at a distorted geometry. The level of theory is ωB97M-V/def2-TZVPD.

Geometry as ORCA input:
```
! RIJCOSX wB97M-V def2-TZVPD def2/J DEFGRID3
* xyz 2 1
C 2.854 0.595 1.041
C 2.674 1.880 -2.238
H 2.732 1.637 1.391
H 3.915 0.458 0.752
H 2.653 -0.106 1.833
H 2.063 2.575 -2.819
H 3.215 2.508 -1.505
H 3.443 1.351 -2.824
C 0.101 1.870 1.936
C -0.847 2.494 2.735
C -1.986 3.009 2.119
C -2.120 2.873 0.745
H 1.003 1.441 2.382
H -0.655 2.558 3.810
H -2.746 3.519 2.717
H -2.998 3.286 0.226
N 0.008 1.771 0.600
C -1.132 2.219 -0.008
C -1.281 2.013 -1.484
N -0.294 1.379 -2.154
C -0.378 1.184 -3.469
C -2.530 2.220 -3.558
C -1.491 1.568 -4.231
H 0.474 0.702 -3.951
H -1.491 1.345 -5.280
C -2.427 2.465 -2.190
H -3.207 2.988 -1.655
H -3.413 2.537 -4.114
Sn 1.740 0.563 -0.804
C 1.600 -1.045 -2.375
H 1.988 -0.683 -3.324
H 0.593 -1.444 -2.519
H 2.244 -1.836 -1.980
C 0.844 -4.238 1.853
C -0.226 -3.131 1.891
C -1.550 -3.745 1.430
C -0.414 -2.650 3.327
C 0.184 -2.057 0.979
C 0.578 -1.214 0.161
H 0.552 -5.099 2.479
H 1.811 -3.861 2.210
H 0.981 -4.597 0.823
H -1.826 -4.594 2.078
H -2.348 -3.001 1.480
H -1.477 -4.104 0.400
H 0.502 -2.233 3.741
H -1.189 -1.889 3.373
H -0.728 -3.483 3.968
*
```

Results
**Calculated total energy**: -28913.7484 eV
**Max |F|**: 4.1 eV/A
**E_HOMO (alpha / beta)**: -15.36 / -15.35 eV
**Relative energy (zero: lowest compared OMol25 entry of this formula, charge and spin)**: 81.7 kcal/mol

(6)
This record from the Open Molecules 2025 dataset describes a 3-piece molecular cluster, C19H26N3O4S overall at a distorted geometry. The level of theory is ωB97M-V/def2-TZVPD.

Geometry as ORCA input:
```
! RIJCOSX wB97M-V def2-TZVPD def2/J DEFGRID3
* xyz 1 1
C 2.298 2.952 0.291
C 1.060 2.800 1.354
O 0.833 1.581 1.918
O 0.104 3.863 1.738
C -0.622 4.397 0.575
N -1.979 3.778 0.324
C -2.884 4.701 -0.466
C -1.867 2.396 -0.316
N -1.201 2.234 -1.537
S -1.030 0.624 -2.272
N -2.420 1.144 0.327
O -2.258 1.163 1.677
C -3.840 0.835 -0.076
C -4.448 1.789 -1.262
O -4.226 1.673 -2.574
H 2.054 3.673 -0.612
H 2.455 1.872 -0.193
H 3.298 3.247 0.844
H -0.010 4.352 -0.423
H -0.822 5.553 0.792
H -2.776 4.466 -1.627
H -2.780 5.837 -0.206
H -4.012 4.408 -0.205
H -0.762 3.051 -2.053
H -0.846 0.796 -3.678
H -2.879 1.877 2.063
H -3.991 -0.290 -0.445
H -4.528 0.993 0.882
H -5.197 2.658 -0.929
C 0.795 -2.436 2.892
C 1.642 -1.386 2.537
C 2.951 -1.650 2.135
C 3.411 -2.965 2.078
C 2.563 -4.016 2.430
C 1.257 -3.751 2.841
H -0.224 -2.229 3.208
H 1.281 -0.361 2.574
H 3.612 -0.831 1.864
H 4.429 -3.172 1.760
H 2.921 -5.041 2.384
H 0.599 -4.569 3.120
C 0.301 -3.136 -1.866
C 0.471 -4.074 -2.884
C 1.674 -4.769 -3.000
C 2.705 -4.534 -2.090
C 2.534 -3.599 -1.069
C 1.334 -2.897 -0.959
H -0.636 -2.592 -1.779
H -0.335 -4.262 -3.589
H 1.809 -5.494 -3.797
H 3.641 -5.079 -2.176
H 3.337 -3.417 -0.359
H 1.203 -2.164 -0.168
*
```

Results
**Calculated total energy**: -43603.9579 eV
**Max |F|**: 9.5 eV/A
**E_HOMO**: -10.79 eV
**Relative energy (zero: lowest compared OMol25 entry of this formula, charge and spin)**: 235.6 kcal/mol

(7)
This record from the Open Molecules 2025 dataset describes C19H26N4OPdSSi as an isolated structure. The level of theory is ωB97M-V/def2-TZVPD.

Geometry as ORCA input:
```
! RIJCOSX wB97M-V def2-TZVPD def2/J DEFGRID3
* xyz -2 1
Pd 1.297 -0.966 -0.633
S 4.197 -2.458 -0.408
C 3.583 -2.239 1.179
C 4.447 -2.106 2.302
C 3.940 -1.944 3.566
C 2.555 -1.923 3.755
C 1.772 -2.052 2.620
N 2.242 -2.188 1.382
H 5.514 -2.133 2.126
H 4.615 -1.835 4.411
H 2.101 -1.804 4.731
H 0.689 -2.036 2.700
N 2.400 0.620 -1.840
C 2.171 1.645 -1.347
N 1.840 2.792 -0.720
C 0.699 2.671 0.214
C -0.616 2.723 -0.538
O -0.694 3.919 -1.335
C 0.340 3.934 -2.293
C 1.698 3.949 -1.610
H 0.776 3.500 0.925
H 0.797 1.722 0.742
H -1.458 2.748 0.152
H -0.712 1.829 -1.165
H 0.202 4.830 -2.904
H 0.271 3.048 -2.941
H 1.791 4.852 -0.999
H 2.508 3.931 -2.340
C -0.629 -0.849 -3.419
Si -1.304 -1.543 -1.800
C -0.562 -3.244 -1.495
C -3.136 -1.929 -2.257
N -1.165 -0.464 -0.529
C -1.824 -0.229 0.607
C -3.252 -0.147 0.700
C -3.901 0.187 1.872
C -3.199 0.466 3.046
C -1.808 0.385 2.990
C -1.143 0.049 1.826
H -0.901 -1.503 -4.254
H 0.458 -0.748 -3.379
H -1.054 0.142 -3.607
H -0.525 -3.815 -2.430
H -1.137 -3.817 -0.760
H 0.458 -3.132 -1.105
H -3.191 -2.567 -3.146
H -3.680 -1.004 -2.469
H -3.656 -2.441 -1.442
H -3.830 -0.342 -0.195
H -4.988 0.235 1.871
H -3.713 0.731 3.962
H -1.220 0.580 3.883
H -0.061 -0.032 1.798
*
```

Results
**Calculated total energy**: -50325.1336 eV
**Max |F|**: 0.5 eV/A
**E_HOMO**: 0.47 eV
**Relative energy (zero: lowest compared OMol25 entry of this formula, charge and spin)**: 41.2 kcal/mol

(8)
This record from the Open Molecules 2025 dataset describes C19H27BN11Sc as an isolated structure. The level of theory is ωB97M-V/def2-TZVPD.

Geometry as ORCA input:
```
! RIJCOSX wB97M-V def2-TZVPD def2/J DEFGRID3
* xyz 2 1
Sc -0.224 0.156 0.198
B -1.834 -0.723 2.624
N -2.060 -1.757 1.469
C -2.812 -2.849 1.419
C -2.784 -3.372 0.128
C -1.971 -2.509 -0.573
N -1.532 -1.517 0.234
N -0.317 -0.696 3.008
C 0.291 -0.945 4.161
C 1.653 -0.680 4.030
C 1.797 -0.253 2.730
N 0.601 -0.252 2.101
H -2.481 -1.037 3.573
H -2.110 0.368 2.176
H -3.323 -3.191 2.304
H -3.282 -4.254 -0.232
H -1.674 -2.552 -1.609
H -0.280 -1.293 5.005
H 2.414 -0.788 4.781
H 2.695 0.046 2.211
N 1.653 1.390 -0.329
C 1.491 1.911 -1.713
C 1.180 0.735 -2.612
N -0.035 0.040 -2.093
H 1.771 2.158 0.330
H 2.520 0.856 -0.276
H 2.380 2.441 -2.054
H 0.662 2.622 -1.704
H 2.000 0.014 -2.597
H 1.049 1.051 -3.647
H -0.078 -0.900 -2.483
H -0.869 0.510 -2.444
C -3.329 1.454 -1.359
C -2.652 2.214 -0.273
N -1.454 1.915 0.239
C -1.209 2.849 1.241
C -2.244 3.712 1.298
N -3.142 3.300 0.336
C -4.456 3.958 0.157
N -5.181 3.942 1.370
N -5.244 5.090 2.121
N -5.863 4.850 3.195
C -6.248 3.520 3.210
C -6.955 2.799 4.175
C -7.185 1.470 3.909
C -6.727 0.870 2.718
C -6.030 1.571 1.760
C -5.805 2.922 2.036
H -3.002 0.414 -1.346
H -3.125 1.891 -2.339
H -4.409 1.442 -1.227
H -0.332 2.813 1.869
H -2.454 4.556 1.934
H -4.984 3.463 -0.655
H -4.280 5.000 -0.106
H -7.303 3.277 5.080
H -7.732 0.867 4.620
H -6.943 -0.177 2.550
H -5.703 1.093 0.845
*
```

Results
**Calculated total energy**: -57899.6741 eV
**Max |F|**: 0.7 eV/A
**E_HOMO**: -13.48 eV
**Relative energy (zero: lowest compared OMol25 entry of this formula, charge and spin)**: 15.4 kcal/mol

(9)
This record from the Open Molecules 2025 dataset describes one molecule with the formula C19H27Cl2N3O4S at a distorted geometry. The level of theory is ωB97M-V/def2-TZVPD.

Geometry as ORCA input:
```
! RIJCOSX wB97M-V def2-TZVPD def2/J DEFGRID3
* xyz 0 1
O 0.976 3.676 -0.033
C 0.108 2.831 0.048
N -0.219 2.203 1.194
C 0.524 2.370 2.420
C 1.287 1.098 2.789
C 2.373 0.779 1.757
N 2.943 -0.533 2.014
C 3.371 -1.266 0.836
C 4.709 -0.757 0.284
O 5.716 -0.821 1.273
C 5.354 -0.067 2.412
C 4.016 -0.541 2.996
C -0.724 2.387 -1.160
C -0.407 0.911 -1.458
C -1.431 0.283 -2.403
N -2.797 0.538 -1.993
S -3.275 -0.290 -0.616
O -2.318 -0.200 0.452
O -4.609 0.099 -0.294
C -3.315 -1.976 -1.281
C -2.504 -3.015 -0.837
Cl -1.297 -2.758 0.353
C -2.642 -4.295 -1.366
C -3.588 -4.536 -2.344
C -4.390 -3.511 -2.814
C -4.246 -2.236 -2.283
Cl -5.220 -0.970 -2.886
C -3.095 1.958 -1.934
C -2.215 2.652 -0.899
H -0.899 1.454 1.180
H -0.169 2.634 3.225
H 1.216 3.201 2.258
H 1.732 1.227 3.776
H 0.595 0.255 2.838
H 3.119 1.586 1.759
H 1.914 0.763 0.766
H 2.597 -1.207 0.069
H 3.491 -2.313 1.132
H 5.056 -1.382 -0.541
H 4.597 0.280 -0.071
H 6.161 -0.204 3.133
H 5.295 1.000 2.144
H 3.737 0.086 3.843
H 4.129 -1.572 3.345
H -0.408 2.994 -2.015
H -0.405 0.335 -0.534
H 0.587 0.840 -1.905
H -1.323 0.681 -3.416
H -1.295 -0.802 -2.443
H -2.003 -5.083 -1.002
H -3.698 -5.530 -2.748
H -5.122 -3.682 -3.585
H -2.940 2.370 -2.935
H -4.149 2.051 -1.667
H -2.505 2.278 0.083
H -2.395 3.728 -0.918
*
```

Results
**Calculated total energy**: -68681.0845 eV
**Max |F|**: 1.0 eV/A
**E_HOMO**: -8.05 eV
**SMILES**: O=C(NCCCN1CCOCC1)C1CCN(S(=O)(=O)c2c(Cl)cccc2Cl)CC1
**Relative energy (zero: lowest compared OMol25 entry of this formula, charge and spin)**: 3.8 kcal/mol